NO5S | ωB97M-V with the def2-TZVPD basis set

Geometry (Å):
N (-1.4131, -0.0883, 2.1324)
O (-2.5613, -0.1682, 1.7254)
O (0.3731, -1.0908, -1.7124)
O (-0.3907, -0.0297, 1.4042)
O (0.5297, 1.3564, -1.5572)
O (2.4416, -0.0432, -0.8756)
S (1.0207, 0.0638, -1.1167)

Calculated values
HOMO energy (spin up / spin down): -4.37 / -3.43 eV
net charge: -1
maximum force: 0.04408 Eh/bohr
ΔE to the lowest compared entry with this formula, charge and spin: 180.4 kJ/mol

These are the Löwdin partial charges, in e, on atoms 1 to 5: N -0.3313; O -0.1309; O -0.3272; O -0.1739; O -0.3266

C36H56N17 | ωB97M-V with the def2-TZVPD basis set

Geometry (Å):
N (1.7614, -1.8677, 0.4926)
C (1.4973, -0.5730, -0.1129)
C (1.4028, 0.5111, 0.9607)
C (0.4681, 1.6612, 0.5823)
C (-0.9407, 1.4380, 1.1154)
N (-1.5604, 0.2617, 0.4777)
C (-1.9379, 0.3093, -0.7922)
C (-2.4413, -0.8274, -1.4004)
C (-2.5333, -1.9708, -0.6474)
C (-2.1356, -1.8989, 0.6877)
N (-1.6621, -0.8055, 1.2439)
H (2.0957, -2.5093, -0.2195)
H (2.4883, -1.7954, 1.1972)
H (2.2446, -0.2791, -0.8619)
H (0.5538, -0.6496, -0.6657)
H (2.4003, 0.9284, 1.0900)
H (1.1216, 0.0899, 1.9290)
H (0.4711, 1.7897, -0.5041)
H (0.8269, 2.6010, 1.0068)
H (-0.8874, 1.1973, 2.1747)
H (-1.6092, 2.2852, 0.9687)
H (-1.8190, 1.2526, -1.3117)
H (-2.7441, -0.7971, -2.4374)
H (-2.9079, -2.8980, -1.0590)
H (-2.2001, -2.7697, 1.3248)
C (-4.0126, 4.6366, -2.3527)
C (-3.1417, 3.5116, -2.6592)
N (-2.4535, 2.6238, -2.9011)
H (-4.6401, 4.8630, -3.2128)
H (-4.6534, 4.3952, -1.5068)
H (-3.4218, 5.5192, -2.1111)
C (6.0559, -0.7866, 1.6710)
C (5.1269, -1.5787, 2.4647)
N (4.4056, -2.2034, 3.1040)
H (5.5464, 0.0712, 1.2316)
H (6.8664, -0.4275, 2.3026)
H (6.4839, -1.4002, 0.8804)
C (-3.8744, -0.0452, 3.5718)
C (-4.8079, -0.7812, 4.4070)
N (-5.5357, -1.3634, 5.0750)
H (-4.3289, 0.8717, 3.1960)
H (-2.9847, 0.2234, 4.1386)
H (-3.5647, -0.6452, 2.7199)
C (3.3939, 4.7737, 1.8974)
C (4.1711, 3.6209, 1.4713)
N (4.7191, 2.6769, 1.1168)
H (2.6920, 5.0532, 1.1155)
H (2.8400, 4.5444, 2.8065)
H (4.0325, 5.6333, 2.0898)
C (-1.2665, 0.6649, -5.3395)
C (-1.8727, -0.2379, -6.3042)
N (-2.3482, -1.0197, -6.9957)
H (-0.2224, 0.3990, -5.1776)
H (-1.3121, 1.6982, -5.6770)
H (-1.7940, 0.6086, -4.3909)
C (5.1139, -2.4578, -3.1967)
C (4.1096, -3.0506, -2.3280)
N (3.3273, -3.5174, -1.6293)
H (4.6751, -1.6785, -3.8149)
H (5.9110, -2.0190, -2.5983)
H (5.5438, -3.2072, -3.8573)
C (-1.4773, -1.8394, 6.9436)
C (-1.7225, -0.4569, 6.5593)
N (-1.9515, 0.6270, 6.2576)
H (-1.3271, -1.9054, 8.0194)
H (-2.3318, -2.4578, 6.6724)
H (-0.5891, -2.2196, 6.4425)
C (0.1460, 6.3837, -0.0111)
C (1.2352, 7.2087, 0.4884)
N (2.1411, 7.7907, 0.8855)
H (-0.7240, 6.4593, 0.6387)
H (-0.1563, 6.6973, -1.0084)
H (0.4597, 5.3403, -0.0525)
C (7.1471, -4.2458, 4.6342)
C (8.1326, -3.4165, 3.9573)
N (8.8786, -2.7416, 3.4052)
H (7.1050, -5.2340, 4.1799)
H (7.3980, -4.3616, 5.6869)
H (6.1616, -3.7883, 4.5564)
C (0.1536, -4.4642, 2.4311)
C (-0.7818, -5.2248, 3.2452)
N (-1.5332, -5.8241, 3.8715)
H (-0.3449, -3.6005, 1.9969)
H (0.9876, -4.0946, 3.0253)
H (0.5596, -5.0672, 1.6211)
C (-1.7063, 10.1437, 0.6828)
C (-2.1988, 9.0890, -0.1919)
N (-2.5785, 8.2530, -0.8809)
H (-0.6352, 10.0291, 0.8436)
H (-1.8902, 11.1170, 0.2320)
H (-2.2150, 10.1012, 1.6439)
C (-4.8855, -2.8783, -5.7618)
C (-5.1409, -3.4000, -4.4282)
N (-5.3433, -3.8016, -3.3720)
H (-4.8583, -3.6812, -6.4958)
H (-5.6633, -2.1746, -6.0526)
H (-3.9301, -2.3610, -5.7896)
C (2.3877, -2.2942, -6.7702)
C (3.8043, -2.5666, -6.5713)
N (4.9172, -2.7952, -6.4121)
H (1.8260, -2.5829, -5.8829)
H (2.2365, -1.2336, -6.9643)
H (2.0138, -2.8622, -7.6197)
C (-5.8439, -4.9343, -0.1583)
C (-6.6958, -5.7724, 0.6723)
N (-7.3690, -6.4329, 1.3243)
H (-6.4283, -4.1602, -0.6506)
H (-5.0762, -4.4617, 0.4537)
H (-5.3610, -5.5251, -0.9336)

Calculated values
HOMO energy: -11.85 eV
net charge: +1
maximum force: 0.01153 Eh/bohr

These are the Löwdin partial charges, in e, on atoms 1 to 5: N 0.0201; C -0.2931; C -0.1862; C -0.1688; C -0.0971

C3H7NO | ωB97M-V with the def2-TZVPD basis set

Geometry (Å):
O (1.9317, 0.1561, -0.1164)
C (1.0096, -0.5612, 0.0445)
C (-0.4794, -0.2377, -0.3167)
C (-1.2900, -0.5767, 0.9633)
N (-0.6298, 1.2050, -0.7474)
H (1.0738, -1.6034, 0.4940)
H (-0.6331, -0.9290, -1.1455)
H (-0.7092, -0.3609, 1.8843)
H (-1.7742, -1.5759, 0.9425)
H (-2.1968, 0.0453, 1.0719)
H (-0.8095, 1.7359, 0.1582)
H (-1.4372, 1.2581, -1.3892)

Calculated values
HOMO energy (spin up / spin down): -16.65 / -15.35 eV
net charge: +1
spin multiplicity: 2
maximum force: 0.08533 Eh/bohr
ΔE to the lowest compared entry with this formula, charge and spin: 130.5 kJ/mol

These are the Löwdin partial charges, in e, on atoms 1 to 5: O 0.2536; C -0.1161; C -0.2847; C -0.0249; N 0.1921

C24H36O18 | ωB97M-V with the def2-TZVPD basis set

Geometry (Å):
C (0.8314, -1.8682, -3.1724)
C (0.8033, -0.6903, -4.1010)
C (1.9132, -0.8175, -5.1673)
O (1.2973, -0.3277, -6.3549)
C (-0.0454, -0.4117, -6.1897)
O (-0.8251, -0.2902, -7.0776)
O (-0.3683, -0.6391, -4.9021)
H (0.0429, -1.7428, -2.4224)
H (1.7268, -1.9347, -2.5611)
H (0.5510, -2.7950, -3.6743)
H (1.0079, 0.2633, -3.6062)
H (2.0265, -1.9007, -5.3105)
H (2.8679, -0.4003, -4.8688)
C (5.4953, -4.0113, -3.0534)
C (4.3765, -3.1863, -2.4749)
C (4.5503, -3.0117, -0.9492)
O (4.4739, -1.5804, -0.7433)
C (4.4794, -0.9488, -1.9218)
O (4.5211, 0.2268, -2.0887)
O (4.4563, -1.8268, -2.9450)
H (5.3140, -5.0628, -2.8053)
H (6.4499, -3.7885, -2.5714)
H (5.6643, -3.9177, -4.1239)
H (3.3701, -3.5234, -2.7120)
H (5.5037, -3.3286, -0.5375)
H (3.7063, -3.4302, -0.4018)
C (-1.6815, 3.3260, -4.1136)
C (-2.6222, 3.0822, -2.9463)
C (-2.6140, 1.6267, -2.4696)
O (-2.6045, 1.7511, -1.0439)
C (-2.1828, 2.9903, -0.7002)
O (-2.0744, 3.3677, 0.4181)
O (-2.0148, 3.7360, -1.8159)
H (-0.6654, 3.0241, -3.8661)
H (-1.6419, 4.3960, -4.3237)
H (-2.0210, 2.8072, -5.0120)
H (-3.6239, 3.4438, -3.1775)
H (-1.7089, 1.1277, -2.8312)
H (-3.4439, 0.9660, -2.7086)
C (-5.2485, -0.2276, 5.1727)
C (-5.2627, 0.8736, 6.2089)
C (-4.3231, 0.6698, 7.3789)
O (-3.1402, 1.3638, 6.9764)
C (-3.4669, 2.2563, 6.0011)
O (-2.7107, 3.0617, 5.5704)
O (-4.7496, 2.0910, 5.6126)
H (-5.5241, -1.1585, 5.6874)
H (-4.2312, -0.3924, 4.8160)
H (-5.9815, -0.1149, 4.3807)
H (-6.2755, 1.1043, 6.5403)
H (-4.1288, -0.3912, 7.5326)
H (-4.6766, 1.1039, 8.3139)
C (-1.8550, -0.0741, 2.2676)
C (-1.5897, -1.3677, 1.5447)
C (-1.2225, -1.2615, 0.0623)
O (0.1754, -1.6346, -0.0020)
C (0.5683, -2.1408, 1.1824)
O (1.6379, -2.6244, 1.3976)
O (-0.3762, -1.9682, 2.1145)
H (-1.8441, -0.1955, 3.3496)
H (-2.7682, 0.4210, 1.9447)
H (-1.0067, 0.5811, 2.0395)
H (-2.3166, -2.1552, 1.7469)
H (-1.1895, -0.2360, -0.3032)
H (-1.8181, -1.9711, -0.5068)
C (1.6327, 1.4737, 3.4194)
C (2.2674, 2.0287, 2.1562)
C (3.2431, 1.0692, 1.4285)
O (2.6836, 0.9627, 0.1264)
C (1.5110, 1.6093, 0.0439)
O (0.8095, 1.6026, -0.9188)
O (1.2571, 2.2867, 1.1766)
H (2.2993, 1.5269, 4.2791)
H (1.3721, 0.4179, 3.2902)
H (0.7220, 2.0340, 3.6310)
H (2.7357, 2.9818, 2.4097)
H (3.3035, 0.1112, 1.9364)
H (4.1961, 1.5821, 1.3187)

Calculated values
HOMO energy: -10.68 eV
net charge: 0
structure (SMILES): C[C@H]1COC(=O)O1.C[C@H]1COC(=O)O1.C[C@H]1COC(=O)O1.C[C@H]1COC(=O)O1.C[C@H]1COC(=O)O1.C[C@H]1COC(=O)O1
maximum force: 0.04429 Eh/bohr
ΔE to the lowest compared entry with this formula, charge and spin: 77.5 kJ/mol

These are the Löwdin partial charges, in e, on atoms 1 to 5: C -0.0051; C -0.3182; C -0.0864; O 0.0726; C -0.5667

C28H82Cl2HfN13O7P4 | ωB97M-V with the def2-TZVPD basis set

Geometry (Å):
Hf (13.0688, 5.1433, -13.9724)
C (12.6350, 8.4797, -15.4991)
O (12.6746, 7.1713, -15.0098)
H (13.5823, 8.9981, -15.3346)
H (12.5862, 8.4110, -16.5917)
H (11.7622, 9.0001, -15.1038)
O (11.3666, 4.7307, -15.6216)
P (10.1745, 4.8492, -16.5736)
N (8.8310, 5.7252, -16.0740)
C (7.9015, 5.1545, -15.0911)
C (9.1476, 7.1437, -16.0700)
N (9.6635, 3.3250, -17.0379)
C (10.5929, 2.2246, -16.8501)
C (8.3658, 3.0743, -17.6764)
N (10.5787, 5.5053, -18.0681)
C (9.6089, 5.8891, -19.1156)
C (11.9465, 5.4171, -18.6199)
H (8.0241, 5.6099, -14.1040)
H (8.0381, 4.0775, -15.1162)
H (6.8984, 5.5183, -15.3211)
H (9.5854, 7.5163, -16.9959)
H (9.9081, 7.3830, -15.3199)
H (8.2207, 7.7128, -15.9926)
H (11.3801, 2.2398, -17.6080)
H (11.1089, 2.2843, -15.8895)
H (10.1205, 1.2436, -16.8148)
H (8.0530, 2.1147, -17.2656)
H (7.5694, 3.7983, -17.5162)
H (8.5192, 3.0211, -18.7553)
H (9.1492, 6.8134, -18.7560)
H (10.0116, 6.2008, -20.0773)
H (8.8734, 5.1003, -19.2478)
H (12.5184, 4.8991, -17.8485)
H (12.3432, 6.4115, -18.8303)
H (11.9749, 4.8507, -19.5507)
O (17.4399, 11.8858, -15.8371)
P (16.7551, 13.0627, -16.3748)
N (15.0742, 13.0640, -15.9722)
C (14.6200, 13.5057, -14.6575)
C (14.2356, 12.0070, -16.4642)
N (16.7514, 13.1843, -18.0618)
C (17.8391, 12.5468, -18.8137)
C (15.7061, 13.7591, -18.8528)
N (17.3161, 14.5730, -15.9251)
C (16.6866, 15.8156, -16.4012)
C (18.1264, 14.7586, -14.7052)
H (15.1269, 14.4287, -14.3752)
H (15.0473, 12.7665, -13.9653)
H (13.5342, 13.5283, -14.6773)
H (14.2558, 11.9035, -17.5524)
H (13.1852, 12.2579, -16.2998)
H (14.5013, 11.0433, -16.0111)
H (18.7527, 12.7075, -18.2421)
H (17.6660, 11.4746, -18.9403)
H (17.9288, 12.9412, -19.8242)
H (15.1773, 13.0068, -19.4479)
H (14.9426, 14.1291, -18.1649)
H (15.9691, 14.6160, -19.4762)
H (15.7175, 15.9256, -15.9046)
H (17.3126, 16.6883, -16.2372)
H (16.3802, 15.7910, -17.4461)
H (18.6809, 13.8309, -14.5557)
H (17.4764, 14.7196, -13.8240)
H (18.7256, 15.6629, -14.7282)
O (13.7444, 6.7091, -12.2822)
P (13.8655, 7.4721, -10.9756)
N (15.2825, 8.3858, -11.0541)
C (15.4184, 9.7945, -10.6623)
C (16.5182, 7.5790, -10.9947)
N (13.9097, 6.4676, -9.6367)
C (12.9687, 5.3249, -9.6153)
C (14.7714, 6.6770, -8.4789)
N (12.6438, 8.5472, -10.6775)
C (12.6264, 9.3313, -9.4148)
C (11.9557, 9.1243, -11.8423)
H (15.9226, 9.8622, -9.6947)
H (14.5298, 10.4116, -10.7229)
H (16.1734, 10.2480, -11.3095)
H (17.4021, 8.1690, -11.2424)
H (16.5816, 6.8683, -11.8217)
H (16.6370, 7.0575, -10.0499)
H (13.6240, 4.4565, -9.6796)
H (12.2928, 5.3891, -8.7631)
H (12.2624, 5.3419, -10.4488)
H (15.7382, 6.2016, -8.6548)
H (14.9357, 7.7394, -8.3074)
H (14.3797, 6.1917, -7.5864)
H (12.3796, 8.5832, -8.6593)
H (13.5308, 9.8332, -9.0801)
H (11.8113, 10.0518, -9.4047)
H (11.7571, 8.2547, -12.4718)
H (12.6078, 9.7447, -12.4665)
H (11.0757, 9.6867, -11.5422)
O (15.4253, 5.9770, -14.6435)
P (16.6218, 6.5107, -15.3570)
N (16.4888, 6.7668, -17.0180)
C (15.1483, 7.0010, -17.6151)
C (17.5951, 7.2256, -17.8215)
N (18.0196, 5.6761, -15.2820)
C (18.7459, 5.7360, -13.9907)
C (18.1650, 4.3913, -15.9286)
N (17.1068, 8.0181, -14.7110)
C (18.4384, 8.6786, -14.8937)
C (16.0557, 8.9490, -14.3498)
H (14.9090, 8.0650, -17.6664)
H (14.3786, 6.5843, -16.9617)
H (15.0327, 6.5650, -18.6066)
H (18.4876, 7.2764, -17.2072)
H (17.3675, 8.1232, -18.3981)
H (17.7608, 6.4562, -18.5831)
H (19.5317, 6.4847, -14.0893)
H (18.1269, 6.0228, -13.1443)
H (19.2613, 4.7877, -13.8544)
H (17.6172, 4.4193, -16.8720)
H (19.1899, 4.0647, -16.0895)
H (17.6461, 3.6389, -15.3251)
H (18.2412, 9.5053, -15.5792)
H (18.9140, 9.0219, -13.9771)
H (19.1099, 8.0202, -15.4382)
H (15.7030, 9.5046, -15.2285)
H (16.3087, 9.7555, -13.6619)
H (15.2181, 8.3752, -13.9515)
C (10.0611, 11.6660, -13.9611)
N (10.2016, 13.1495, -14.0056)
O (9.2234, 13.7623, -13.6316)
O (11.2226, 13.6080, -14.4674)
H (10.2753, 11.3630, -12.9383)
H (10.8422, 11.2527, -14.5958)
H (9.0614, 11.4465, -14.3223)
Cl (13.6715, 9.0782, -19.9777)
C (12.4299, 9.9749, -19.0340)
C (11.1162, 9.1822, -19.0084)
Cl (9.9350, 10.2125, -18.2301)
H (12.2630, 10.9103, -19.5664)
H (12.7622, 10.2985, -18.0491)
H (11.0587, 8.2631, -18.4249)
H (10.7525, 8.9049, -19.9968)

Calculated values
HOMO energy: -13.32 eV
net charge: +3
maximum force: 0.22405 Eh/bohr

These are the Löwdin partial charges, in e, on atoms 1 to 5: Hf 2.2237; C -0.1490; O -0.3921; H 0.0589; H 0.0745